# 1
Computed, not measured: a structure of composition C34H34BN8O3Os, with wB97M-V/def2-TZVPD.

Properties
molecular weight: 803.74 g/mol
energy relative to the best compared isomer or geometry (same formula, charge and spin): 34.5 kcal/mol
gap between HOMO and LUMO (alpha / beta): 5.2 / 5.2 eV
charge: +1

Structure (XYZ):
```
81
Properties=species:S:1:pos:R:3:forces:R:3
Os 0.075 -0.381 -0.366 -0.588 0.012 -0.281
O -3.222 0.884 -0.839 -0.014 -0.110 0.027
O -1.781 -2.610 -3.273 0.059 0.014 0.026
O -0.838 -1.984 -1.344 0.146 0.085 0.190
N -1.129 0.651 -1.838 0.327 0.178 -0.391
N 1.277 1.136 0.459 -0.115 0.027 0.218
N 1.496 -1.621 0.402 -0.002 -0.237 0.041
N 1.846 -1.595 1.698 -0.108 0.067 -0.147
N -0.260 -0.493 2.429 0.032 0.047 0.067
N 1.675 0.917 1.747 0.083 -0.041 -0.128
N -0.949 -0.503 1.291 0.208 -0.042 -0.042
N -1.831 2.446 1.096 -0.081 0.024 -0.069
C 2.143 -2.617 -0.202 -0.135 0.142 0.119
C -3.453 -0.728 0.881 0.063 0.101 -0.176
C 1.249 4.320 -3.649 0.000 -0.001 0.015
C -0.555 -0.618 4.923 0.002 0.016 0.003
C -4.733 -0.931 1.493 -0.018 -0.019 -0.036
C -1.081 -0.601 3.533 -0.033 -0.004 -0.026
C -5.786 -1.249 -0.706 0.008 -0.025 0.003
C -1.946 1.258 -1.051 0.051 -0.162 0.412
C 2.900 -3.293 0.763 0.118 -0.008 -0.093
C 2.474 2.880 1.174 0.050 -0.010 0.014
C 2.007 -2.685 -1.660 0.074 0.023 -0.085
C 1.587 -2.607 -4.414 -0.012 0.045 -0.015
C 1.359 2.938 -3.622 0.005 0.000 -0.008
C 1.965 -1.463 -2.344 0.115 -0.015 -0.015
C 1.327 5.034 -2.460 0.002 -0.004 -0.016
C 1.868 -3.865 -2.373 -0.081 -0.008 0.050
C -2.351 -0.695 3.097 0.057 -0.043 -0.010
C -4.661 -0.954 -1.351 -0.017 0.018 -0.019
C 2.394 1.962 2.196 0.011 -0.020 0.009
C 1.536 2.273 -2.419 0.019 -0.053 0.003
C -2.317 -0.647 1.666 0.014 0.024 0.084
C -3.431 -0.549 -0.615 0.023 -0.086 0.187
C 1.755 -1.421 -3.715 -0.008 -0.075 0.023
C -1.645 2.551 -0.350 -0.024 0.004 -0.054
C 3.285 -2.839 3.299 -0.004 -0.028 0.012
C 2.697 -2.611 1.949 0.064 0.056 0.075
C 1.502 4.367 -1.260 -0.027 -0.005 0.017
C -5.826 -1.178 0.740 -0.032 0.013 0.049
C 1.771 2.327 0.096 0.089 0.004 0.009
C 2.982 2.019 3.565 0.002 0.020 0.008
C -1.373 -1.762 -2.515 -0.041 -0.016 -0.139
C 1.651 -3.820 -3.743 0.008 -0.032 0.002
C 1.601 2.973 -1.219 -0.035 0.055 -0.061
C -1.537 -0.280 -2.890 -0.063 0.009 0.060
B 1.304 -0.386 2.466 -0.122 -0.019 0.005
H -2.314 3.284 -0.823 0.033 0.032 -0.042
H 2.239 -0.556 -1.806 -0.021 0.031 0.066
H -1.493 3.293 1.536 0.049 -0.016 0.015
H -4.593 -0.993 -2.431 0.002 0.032 0.003
H 1.628 1.197 -2.431 0.007 0.017 0.030
H -2.821 2.387 1.311 0.003 0.004 0.016
H -2.564 -0.108 -3.217 -0.017 -0.009 0.042
H 1.688 -0.373 3.590 -0.033 -0.002 0.003
H -3.218 -0.801 3.721 0.001 0.003 0.002
H 1.754 -0.472 -4.238 -0.001 0.015 -0.001
H 0.141 -1.443 5.074 -0.009 -0.001 -0.002
H 1.111 4.838 -4.588 0.004 0.001 0.004
H 1.515 -4.742 -4.292 0.003 0.001 0.002
H -2.574 -1.103 -0.969 -0.083 0.026 -0.030
H 3.680 1.199 3.735 -0.002 -0.002 -0.004
H 3.945 -3.703 3.271 0.002 0.002 -0.004
H 1.540 4.933 -0.337 0.009 -0.008 0.016
H 2.210 1.966 4.333 -0.001 -0.008 -0.005
H 1.246 6.113 -2.467 0.002 -0.003 -0.002
H 3.564 -4.126 0.608 -0.028 -0.012 -0.003
H 1.882 -4.814 -1.853 0.007 0.000 -0.004
H -4.834 -0.912 2.566 0.015 -0.013 0.004
H 2.510 -3.030 4.042 0.001 0.006 -0.002
H -1.385 -0.734 5.616 0.002 0.003 0.004
H 3.017 3.809 1.189 -0.013 0.005 -0.027
H -0.627 2.837 -0.584 -0.037 0.014 0.033
H -6.774 -1.344 1.235 0.002 0.004 -0.002
H 1.415 -2.589 -5.482 -0.007 -0.003 0.007
H -0.030 0.307 5.161 -0.001 0.000 -0.002
H 1.314 2.374 -4.545 0.004 0.007 0.002
H -0.893 -0.085 -3.748 0.019 -0.036 -0.014
H 3.519 2.956 3.689 0.003 -0.004 -0.006
H -6.681 -1.536 -1.241 0.013 -0.006 -0.013
H 3.865 -1.977 3.630 -0.004 0.003 -0.004
```
Positions in Å, forces in eV/Å.



# 2
Computed, not measured: a cluster of 8 separate species, C21H45Br12NO4 in total at a distorted geometry, with wB97M-V/def2-TZVPD.

Properties
molecular weight: 1334.44 g/mol
SMILES: COCCOCCOC.CNC(C)=O.BrCCBr.BrCCBr.BrCCBr.BrCCBr.BrCCBr.BrCCBr
gap between HOMO and LUMO: 9.5 eV
charge: 0

Structure (XYZ):
```
83
Properties=species:S:1:pos:R:3:forces:R:3
Br 12.665 12.910 15.085 0.609 -1.142 -0.923
Br 14.109 17.827 16.891 -0.467 -0.686 -0.486
Br 6.042 20.344 10.783 1.684 -0.697 0.696
Br 13.285 21.374 10.991 -0.822 -0.190 0.499
Br 9.769 15.531 15.545 0.229 0.628 0.517
Br 13.225 21.019 14.576 -0.924 -0.554 -0.548
Br 13.736 13.102 7.524 -0.016 0.721 -0.345
Br 5.538 17.366 12.409 1.345 0.523 0.480
Br 8.552 12.596 12.364 -0.631 -0.478 -0.597
Br 10.697 9.867 14.092 1.247 0.220 0.224
Br 15.090 18.195 13.477 -0.466 -1.499 0.238
Br 14.230 17.630 8.409 0.318 -0.364 0.053
O 13.240 9.988 10.486 1.811 0.510 0.805
O 11.694 16.911 12.348 0.509 -0.020 1.559
O 12.757 9.429 7.465 -0.331 0.460 -0.125
O 15.543 11.386 11.604 0.319 -2.108 0.102
N 11.636 15.448 10.621 -0.174 -0.545 -0.550
C 9.201 13.391 13.982 0.058 0.456 -0.243
C 7.620 19.348 11.670 -1.037 -0.617 -0.100
C 11.845 9.403 8.584 0.452 0.268 0.338
C 12.591 8.338 6.561 -0.390 0.337 -0.308
C 15.623 12.616 11.001 0.914 0.874 -0.763
C 14.539 15.699 8.485 -0.525 -0.608 -1.513
C 11.687 21.162 12.136 -0.081 -0.681 0.753
C 12.166 10.464 9.724 0.426 -1.799 -1.830
C 9.052 14.909 13.872 -0.044 -0.708 0.398
C 11.582 16.701 11.170 -1.595 -0.079 -0.921
C 11.579 14.140 11.313 1.239 1.029 0.951
C 12.653 9.977 14.540 -0.014 1.405 -0.118
C 13.257 16.894 15.367 0.581 0.277 -1.443
C 14.317 16.506 14.304 0.791 0.670 0.967
C 11.097 17.843 10.264 -0.048 -0.351 -0.236
C 7.111 18.538 12.859 -0.957 0.967 0.275
C 11.880 20.178 13.324 0.710 1.506 -0.279
C 13.768 15.067 7.273 0.091 0.366 1.392
C 14.566 10.020 9.850 -1.767 -0.503 -0.540
C 15.705 10.175 10.799 -1.461 0.789 1.455
C 13.369 11.300 14.056 -0.975 -1.266 0.834
H 11.764 14.294 12.376 -0.410 0.468 0.209
H 11.289 10.522 10.367 0.075 -0.038 0.107
H 13.145 8.463 5.630 0.727 0.504 0.436
H 10.238 13.062 14.057 -0.216 0.255 0.135
H 12.575 17.620 14.923 -0.042 -0.110 0.230
H 10.795 9.533 8.322 -0.100 0.102 -0.647
H 7.870 18.007 13.432 0.144 -0.564 -0.714
H 14.812 12.902 10.331 -0.566 -0.177 0.177
H 15.147 16.017 14.814 0.199 0.339 0.025
H 12.740 15.427 7.267 0.029 -0.297 -0.070
H 10.641 13.591 11.228 0.249 0.207 -0.517
H 10.950 20.128 13.891 0.091 -0.004 0.008
H 9.625 15.372 13.069 -0.035 -0.191 0.086
H 10.124 18.209 10.594 0.003 -0.306 0.617
H 12.754 9.937 15.625 -0.360 -0.136 -0.103
H 14.612 10.790 9.080 -0.206 0.238 0.007
H 15.583 15.435 8.316 0.065 0.493 0.454
H 8.078 18.678 10.943 -0.276 0.428 -0.306
H 14.234 15.313 6.318 0.055 -0.221 0.205
H 11.753 18.710 10.340 0.246 -0.227 -0.359
H 10.867 17.522 9.248 0.651 0.159 -0.212
H 14.054 15.788 13.528 -0.738 0.613 -0.122
H 11.555 15.401 9.615 -0.129 0.071 0.165
H 11.380 22.138 12.512 0.447 0.023 -0.071
H 12.213 19.178 13.044 0.164 0.207 0.025
H 14.182 15.362 9.458 0.004 -0.015 -0.240
H 12.479 13.561 11.101 -0.252 -0.358 -0.749
H 12.382 11.446 9.304 -0.090 0.089 -0.152
H 16.509 12.675 10.369 0.392 0.123 -0.118
H 12.690 16.008 15.653 0.245 0.162 0.443
H 14.655 9.072 9.319 0.271 -0.099 -0.118
H 12.881 7.379 6.990 -0.115 -0.054 0.256
H 11.587 8.291 6.140 -0.529 -0.142 0.580
H 15.747 13.344 11.802 -0.198 0.137 -0.079
H 6.784 19.275 13.592 -0.681 -0.191 -0.038
H 8.621 12.973 14.805 0.081 0.161 -0.113
H 16.613 10.041 10.211 0.419 0.656 0.175
H 8.334 20.087 12.034 -0.190 0.125 -0.233
H 10.850 20.814 11.529 0.273 -0.181 -0.344
H 14.414 11.196 14.347 -0.080 0.258 -0.037
H 13.106 9.084 14.110 -0.031 0.263 -0.208
H 15.672 9.404 11.569 0.089 -0.139 -0.126
H 13.302 11.416 12.974 -0.180 0.418 0.214
H 11.949 8.391 8.974 -0.209 -0.010 0.670
H 8.011 15.231 13.862 0.107 -0.149 -0.214
```
Positions in Å, forces in eV/Å.



# 3
Computed, not measured: a cluster of 2 separate species, H3NO3P in total at a distorted geometry, with wB97M-V/def2-TZVPD.

Properties
molecular weight: 96.00 g/mol
energy relative to the best compared isomer or geometry (same formula, charge and spin): 170.0 kcal/mol
gap between HOMO and LUMO (alpha / beta): 8.3 / 7.0 eV
charge: -1

Structure (XYZ):
```
8
Properties=species:S:1:pos:R:3:forces:R:3
P 0.577 0.113 0.710 1.041 -1.515 1.507
O -0.721 -0.669 1.525 0.973 -1.860 0.469
O -0.543 0.252 -1.451 0.235 -1.663 -1.952
O 1.099 -1.020 -0.255 -0.056 0.520 0.154
N -0.628 0.771 -0.280 -0.811 3.297 -0.577
H -0.447 -1.622 1.426 -0.571 1.154 0.226
H 0.255 -0.523 -1.305 -0.493 0.678 0.133
H 0.408 2.698 -0.371 -0.319 -0.611 0.039
```
Positions in Å, forces in eV/Å.